[1]
C27H38CaN5O7Si2 as an isolated structure in a non-equilibrium geometry, computed with ωB97M-V/def2-TZVPD.

Positions of all 80 atoms, in Å:
Ca1 -0.531 -0.041 -0.351
C1 2.121 2.497 1.021
Si1 2.016 0.806 1.932
C2 2.939 1.146 3.604
C3 3.142 -0.493 1.081
C4 0.253 0.255 2.231
C5 -0.746 1.273 2.124
C6 -1.430 1.815 3.242
C7 -2.355 2.812 3.085
C8 -2.647 3.272 1.796
C9 -1.965 2.686 0.749
N1 -1.049 1.742 0.890
Si2 -0.019 -1.019 3.576
C10 1.077 -2.556 3.286
C11 0.308 -0.587 5.432
C12 -1.856 -1.567 3.541
H1 2.859 2.511 0.225
H2 2.369 3.291 1.719
H3 1.154 2.740 0.595
H4 3.838 1.743 3.477
H5 3.233 0.215 4.078
H6 2.289 1.670 4.297
H7 4.059 -0.063 0.685
H8 2.603 -1.000 0.288
H9 3.433 -1.247 1.803
H10 -1.166 1.457 4.222
H11 -2.838 3.259 3.947
H12 -3.367 4.057 1.622
H13 -2.164 3.000 -0.273
H14 2.064 -2.408 3.708
H15 1.191 -2.746 2.226
H16 0.650 -3.441 3.748
H17 1.310 -0.202 5.580
H18 0.204 -1.476 6.048
H19 -0.388 0.155 5.810
H20 -2.089 -2.016 2.582
H21 -2.511 -0.709 3.668
H22 -2.097 -2.287 4.318
O1 0.483 -1.607 -0.834
C13 0.796 -2.717 -1.378
C14 0.830 -3.917 -0.624
C15 1.237 -5.108 -1.170
C16 1.622 -5.184 -2.505
C17 1.527 -4.056 -3.291
C18 1.109 -2.836 -2.766
C19 0.882 -1.724 -3.672
N2 1.180 -0.450 -3.538
C20 0.737 0.171 -4.667
C21 0.168 -0.733 -5.509
N3 0.275 -1.939 -4.874
H23 0.507 -3.863 0.408
H24 1.260 -6.003 -0.564
H25 1.961 -6.117 -2.931
H26 1.797 -4.115 -4.339
H27 0.861 1.226 -4.816
H28 -0.286 -0.622 -6.473
H29 -0.107 -2.814 -5.190
O2 -3.323 3.584 -3.847
C22 -2.088 4.030 -3.757
O3 -1.759 5.101 -4.223
C23 -1.104 3.183 -3.039
C24 0.219 3.534 -2.809
N4 0.779 2.544 -2.107
N5 -0.077 1.565 -1.879
C25 -1.226 1.908 -2.423
C26 -2.350 0.920 -2.367
O4 -3.475 1.273 -2.775
O5 -2.064 -0.211 -1.920
H30 -3.446 2.658 -3.418
H31 0.748 4.412 -3.118
H32 1.755 2.388 -1.846
O6 2.983 0.936 -1.940
H33 3.270 0.400 -1.198
H34 2.341 0.371 -2.426
C27 -3.928 -0.641 0.543
O7 -2.701 -1.321 0.425
H35 -4.764 -1.278 0.219
H36 -3.945 0.280 -0.046
H37 -4.073 -0.394 1.594
H38 -2.504 -1.377 -0.522

Atomic forces in eV per Å
Ca -0.691 0.588 2.127
C -0.265 -0.587 0.176
Si 0.334 0.153 0.559
C -0.420 -0.195 -0.598
C -0.559 0.434 0.160
C 1.133 -0.447 0.472
C -0.069 0.221 0.490
C -0.169 0.022 -0.033
C -0.058 0.074 -0.131
C 0.038 -0.050 -0.118
C -0.560 0.802 0.039
N -0.232 0.950 0.783
Si -0.262 -0.307 0.058
C -0.341 0.594 -0.034
C -0.031 0.062 -0.743
C 0.647 0.142 -0.072
H 0.175 -0.086 -0.103
H 0.055 0.061 0.214
H -0.156 0.130 -0.166
H 0.190 0.108 -0.172
H 0.045 -0.269 0.135
H -0.179 0.170 0.135
H 0.188 0.192 -0.019
H -0.099 -0.173 -0.233
H 0.037 -0.230 0.204
H 0.032 -0.019 0.165
H -0.001 -0.062 -0.007
H -0.024 -0.004 -0.055
H -0.023 0.061 0.034
H 0.310 0.047 0.103
H 0.045 -0.054 -0.279
H -0.147 -0.149 0.151
H 0.256 0.102 0.026
H -0.077 -0.263 0.055
H -0.173 0.168 0.099
H -0.033 -0.067 -0.196
H -0.135 0.171 0.036
H 0.075 -0.119 0.237
O 1.518 -2.209 -0.677
C 0.558 -1.217 -0.552
C -0.083 0.290 0.085
C 0.081 -0.160 -0.116
C -0.013 -0.231 -0.119
C 0.003 -0.021 0.028
C -0.053 -0.093 0.582
C 0.022 -0.005 -0.229
N 0.206 -0.342 0.255
C -0.106 0.034 -0.369
C 0.008 0.298 -0.179
N -0.034 0.059 0.080
H 0.051 0.038 0.028
H -0.001 -0.044 0.117
H 0.034 -0.075 -0.014
H 0.024 0.037 -0.062
H -0.009 0.220 -0.028
H -0.088 0.006 -0.131
H 0.020 0.031 0.140
O -0.150 -0.318 0.089
C -0.026 0.269 -0.094
O 0.094 -0.055 0.021
C 0.205 -0.239 0.229
C -0.550 0.052 -0.194
N 0.032 0.367 -0.197
N 0.356 0.304 -0.470
C 0.074 0.605 -0.519
C -0.810 0.363 -0.604
O 0.079 0.187 -0.033
O -0.339 -0.507 -0.290
H 0.159 0.262 -0.080
H 0.146 0.176 -0.027
H -0.050 -0.104 0.006
O 0.098 0.297 0.034
H 0.069 -0.082 0.193
H -0.130 -0.236 -0.233
C -0.592 0.151 0.056
O 0.694 -0.177 -0.103
H 0.123 0.129 0.034
H -0.006 -0.027 0.007
H 0.064 0.006 0.010
H -0.531 -0.209 -0.175

Its charge is -1. For the molecular weight, the calculation gives 640.9 u. For the HOMO-LUMO gap, the calculation gives 0.2624 Eh. Its energy relative to the best compared isomer or geometry (same formula, charge and spin) is 25.0 kcal/mol. The calculation puts the lowest unoccupied orbital energy at 2.594 eV. For the strongest force on any atom, the calculation gives 2.76 eV/Å. Its highest occupied orbital energy is -4.55 eV. The total energy is -84601.6314 eV.


[2]
C20H13N2O9Ta as an isolated structure in a non-equilibrium geometry, computed with ωB97M-V/def2-TZVPD.

Positions of all 45 atoms, in Å:
Ta1 0.238 -0.694 0.138
C1 4.419 -0.158 -1.381
C2 5.082 0.638 -0.463
C3 4.373 1.185 0.594
C4 3.022 0.905 0.707
N1 2.400 0.091 -0.150
C5 3.077 -0.420 -1.186
C6 2.125 1.537 1.700
C7 2.558 2.477 2.620
C8 1.623 3.127 3.409
C9 0.284 2.840 3.231
C10 -0.069 1.876 2.304
N2 0.829 1.205 1.578
H1 4.926 -0.589 -2.232
H2 6.138 0.843 -0.571
H3 4.867 1.828 1.306
H4 2.515 -1.066 -1.845
H5 3.606 2.717 2.711
H6 1.942 3.865 4.133
H7 -0.489 3.344 3.792
H8 -1.100 1.635 2.135
O1 -0.185 -4.282 2.127
C11 0.162 -3.411 1.393
O2 -0.329 -2.167 1.398
C12 1.326 -3.483 0.360
O3 1.995 -4.463 0.194
O4 1.428 -2.351 -0.302
O5 -0.062 -0.549 -1.535
O6 -3.506 1.054 0.646
C13 -2.638 0.429 1.204
O7 -1.529 0.072 0.565
C14 -2.830 -0.055 2.620
C15 -4.096 0.117 3.165
C16 -4.382 -0.254 4.480
C17 -3.349 -0.783 5.210
O8 -3.367 -1.213 6.504
C18 -2.049 -1.688 6.787
O9 -1.244 -1.467 5.631
C19 -2.077 -0.941 4.681
C20 -1.786 -0.605 3.392
H9 -4.865 0.549 2.541
H10 -5.367 -0.132 4.907
H11 -2.089 -2.756 7.006
H12 -1.638 -1.125 7.627
H13 -0.807 -0.725 2.955

Atomic forces in eV per Å
Ta 0.628 0.097 -0.026
C 0.019 0.013 0.006
C -0.026 -0.013 0.005
C -0.003 -0.003 0.000
C -0.018 0.026 0.027
N -0.073 -0.149 -0.218
C 0.005 -0.053 -0.026
C 0.029 0.012 0.060
C 0.015 -0.041 -0.031
C -0.030 0.029 0.024
C 0.021 -0.008 -0.005
C 0.154 0.011 0.078
N -0.087 -0.046 -0.269
H 0.010 0.006 0.005
H 0.001 0.003 -0.004
H -0.005 0.009 0.006
H 0.026 0.054 0.012
H 0.006 -0.015 -0.012
H -0.003 -0.003 0.003
H -0.002 -0.002 -0.001
H 0.005 0.060 0.057
O 0.000 -0.178 -0.087
C 0.358 0.560 0.073
O -0.387 -0.254 -0.080
C -0.355 -0.359 -0.143
O 0.099 0.079 0.060
O 0.054 0.199 0.412
O -0.042 0.024 -0.519
O 0.149 0.301 0.036
C -0.620 -0.920 -0.310
O 0.126 0.314 0.789
C 0.120 0.139 0.094
C -0.015 -0.021 0.069
C -0.041 -0.007 -0.031
C 0.068 -0.013 -0.005
O 0.010 0.021 0.026
C 0.010 -0.015 -0.013
O 0.033 0.030 0.026
C -0.057 -0.106 0.047
C -0.076 0.426 -0.455
H 0.008 0.003 -0.003
H 0.000 -0.006 -0.007
H -0.005 -0.006 -0.005
H -0.004 -0.014 0.007
H -0.103 -0.181 0.328

Its charge is 0. For the molecular weight, the calculation gives 606.3 u. For the HOMO-LUMO gap, the calculation gives 0.2413 Eh. Its energy relative to the best compared isomer or geometry (same formula, charge and spin) is 32.7 kcal/mol. The calculation puts the lowest unoccupied orbital energy at -1.714 eV. For the strongest force on any atom, the calculation gives 1.15 eV/Å. Its highest occupied orbital energy is -8.28 eV. The total energy is -43914.8531 eV.


[3]
A 2-piece molecular cluster, ClH4NSi overall in a non-equilibrium geometry, computed with ωB97M-V/def2-TZVPD.

Positions of all 7 atoms, in Å:
N1 -0.674 1.169 0.324
Si1 -0.056 1.042 -1.180
H1 -0.688 0.434 0.992
H2 0.292 -0.301 -1.914
H3 -0.057 2.346 -2.102
Cl1 0.503 -1.887 1.514
H4 0.680 -2.802 2.367

Atomic forces in eV per Å
N 0.932 0.863 -2.265
Si -0.872 0.218 0.247
H -0.077 -0.706 0.419
H -0.106 1.282 0.524
H 0.088 -1.596 1.070
Cl -0.030 0.326 -0.358
H 0.065 -0.387 0.364

Its charge is 0. For the molecular weight, the calculation gives 81.6 u. For the HOMO-LUMO gap, the calculation gives 0.3556 Eh. Its energy relative to the best compared isomer or geometry (same formula, charge and spin) is 80.1 kcal/mol. As for the structure (SMILES): N=[SiH2].Cl. The calculation puts the lowest unoccupied orbital energy at -0.025 eV. For the strongest force on any atom, the calculation gives 2.60 eV/Å. Its highest occupied orbital energy is -9.70 eV. The total energy is -21953.3512 eV.


[4]
C2H4KO2 as an isolated structure in a non-equilibrium geometry, computed with ωB97M-V/def2-TZVPD.

Positions of all 9 atoms, in Å:
O1 0.274 0.209 -0.190
C1 0.188 0.283 -1.515
O2 -0.721 -0.816 -1.782
K1 0.505 1.226 2.526
H1 -0.264 1.220 -1.913
H2 1.156 0.037 -2.010
C2 -0.811 -1.408 -0.635
H3 -1.821 -1.791 -0.416
H4 -0.004 -2.048 -0.238

Atomic forces in eV per Å
O 0.299 1.241 1.110
C 0.181 -1.892 -0.688
O -0.749 1.042 0.203
K 0.145 0.249 0.439
H 0.259 -0.038 0.064
H 0.028 0.508 -0.013
C -0.547 -2.637 -1.842
H 0.061 0.478 0.354
H 0.324 1.049 0.375

Its charge is +2. For the molecular weight, the calculation gives 99.1 u. For the HOMO-LUMO gap (alpha / beta), the calculation gives 0.3891 / 0.3232 Eh. The calculation puts the lowest unoccupied orbital energy (alpha / beta) at -10.747 / -12.918 eV. For the strongest force on any atom, the calculation gives 3.26 eV/Å. The spin multiplicity is 2. Its highest occupied orbital energy (alpha / beta) is -21.34 / -21.71 eV. The total energy is -22537.2036 eV.


[5]
A single C2H3N3O2 molecule in a non-equilibrium geometry, computed with ωB97M-V/def2-TZVPD.

Positions of all 10 atoms, in Å:
N1 -0.518 -1.433 0.777
C1 -0.713 -0.286 0.107
N2 -1.393 0.521 -0.595
C2 -0.117 1.048 -0.104
N3 1.026 0.751 -0.937
O1 1.994 1.465 -0.614
O2 1.043 -0.255 -1.571
H1 0.199 -1.680 1.479
H2 -1.417 -1.908 0.733
H3 -0.105 1.777 0.724

Atomic forces in eV per Å
N -1.766 0.021 -0.669
C 1.229 1.955 1.357
N -0.828 -1.190 -0.095
C -1.467 -2.027 1.184
N 2.457 2.756 2.583
O -0.392 -0.746 -1.375
O 0.245 -0.612 -1.486
H -0.825 0.786 -1.007
H 0.702 -0.886 0.659
H 0.644 -0.058 -1.152

Its charge is 0. For the molecular weight, the calculation gives 101.1 u. For the HOMO-LUMO gap, the calculation gives 0.3867 Eh. Its energy relative to the best compared isomer or geometry (same formula, charge and spin) is 132.8 kcal/mol. As for the structure (SMILES): NC1=N[C@@H]1[N+](=O)[O-]. The calculation puts the lowest unoccupied orbital energy at 0.147 eV. For the strongest force on any atom, the calculation gives 4.51 eV/Å. Its highest occupied orbital energy is -10.38 eV. The total energy is -10682.6969 eV.


[6]
C9H11F2N4PtSSe as an isolated structure in a non-equilibrium geometry, computed with ωB97M-V/def2-TZVPD.

Positions of all 29 atoms, in Å:
Pt1 -1.136 -0.394 -1.426
C1 1.217 0.439 2.159
C2 0.686 -0.041 0.846
N1 -0.438 0.413 0.304
N2 -1.262 1.211 1.102
C3 -1.234 2.554 1.051
N3 -2.439 3.123 1.389
S1 0.131 3.442 0.705
C4 1.348 -1.031 0.068
C5 2.565 -1.639 0.443
C6 3.120 -2.594 -0.369
C7 2.469 -2.954 -1.556
C8 1.275 -2.340 -1.864
N4 0.719 -1.410 -1.082
H1 0.769 1.393 2.423
H2 2.296 0.580 2.098
H3 1.018 -0.276 2.964
H4 -2.145 0.758 1.283
H5 -3.253 2.644 1.022
H6 -2.448 4.120 1.252
H7 3.048 -1.352 1.366
H8 4.055 -3.067 -0.091
H9 2.877 -3.701 -2.222
H10 0.690 -2.578 -2.747
F1 -3.529 0.773 -0.339
C9 -2.691 0.862 -1.499
F2 -3.580 0.849 -2.540
H11 -2.324 1.898 -1.456
Se1 -1.806 -1.680 -3.282

Atomic forces in eV per Å
Pt 0.092 -0.100 0.083
C -0.065 -0.085 0.090
C -0.782 0.715 0.059
N 0.497 -0.677 0.065
N 0.298 -0.035 0.406
C 0.053 0.273 -0.012
N 0.053 0.005 -0.063
S -0.128 0.066 -0.052
C 0.325 -0.504 -0.526
C -0.181 0.178 0.033
C 0.028 -0.134 -0.152
C 0.032 0.109 0.169
C 0.000 -0.049 -0.047
N -0.087 0.105 0.215
H 0.047 -0.023 -0.001
H -0.003 0.041 0.004
H 0.009 -0.049 -0.047
H -0.093 0.051 -0.280
H -0.017 -0.060 -0.001
H 0.028 -0.004 0.035
H -0.005 0.012 -0.007
H -0.006 0.011 0.001
H -0.001 -0.003 0.004
H -0.059 0.014 -0.037
F -0.255 -0.054 0.111
C 0.084 0.125 -0.439
F -0.030 -0.029 0.206
H -0.002 -0.001 0.027
Se 0.166 0.101 0.155

Its charge is -1. For the molecular weight, the calculation gives 519.3 u. For the HOMO-LUMO gap (alpha / beta), the calculation gives 0.1706 / 0.1703 Eh. Its energy relative to the best compared isomer or geometry (same formula, charge and spin) is 0.0 kcal/mol. The calculation puts the lowest unoccupied orbital energy (alpha / beta) at 2.036 / 2.034 eV. For the strongest force on any atom, the calculation gives 1.06 eV/Å. Its highest occupied orbital energy (alpha / beta) is -2.61 / -2.60 eV. The total energy is -100336.4058 eV.